Entry 1:
A 2-piece molecular cluster, C10H13O2 overall at a distorted geometry, computed with the ωB97M-V functional and the def2-TZVPD basis.

Structure (XYZ):
```
25
Properties=species:S:1:pos:R:3:forces:R:3:mulliken_charge:R:1
C -0.987761 3.128966 -1.976559 0.427 0.612 0.193 -0.814
C -0.735885 3.307255 -0.456608 -0.237 -0.781 0.107 0.397
O -0.830901 4.444228 0.032244 0.031 0.278 -0.125 -0.746
O -0.458689 2.225016 0.135698 -0.034 0.391 0.055 -0.574
H -0.091566 3.492921 -2.487263 0.078 -0.112 -0.072 0.203
H -1.794033 3.775299 -2.325363 -0.196 -0.186 0.042 0.289
H -1.123672 2.077585 -2.205247 -0.186 -0.038 -0.149 0.234
C -1.224177 -0.681100 1.190900 0.456 -0.173 -0.230 -0.546
C -1.264072 -1.602798 2.422520 0.892 -0.493 0.235 -1.174
C 0.019962 -0.924388 0.367864 -0.208 0.060 0.186 0.484
C 1.117904 -0.075585 0.475206 0.782 0.109 -0.072 -0.331
C 0.102574 -2.025596 -0.472966 0.483 0.224 -0.721 -0.249
C 2.312168 -0.408087 -0.142634 0.082 -0.786 -0.544 -0.626
C 1.305804 -2.369807 -1.109063 -0.972 -0.058 0.844 -0.543
C 2.419448 -1.588503 -0.883013 0.285 0.012 -0.011 -0.347
H -2.071536 -0.879664 0.532804 -0.213 0.234 0.200 0.388
H -1.196152 0.357627 1.501899 -0.387 0.194 -0.211 0.268
H -0.987538 -1.088846 3.346124 -0.518 0.273 -0.006 0.356
H 1.062379 0.882823 0.968255 -0.374 -0.067 0.230 0.369
H -0.787477 -2.562358 -0.784014 -0.101 -0.193 0.500 0.308
H 3.207804 0.200897 -0.129801 -0.217 0.313 0.381 0.364
H 1.271306 -3.300531 -1.658293 0.500 0.086 -0.349 0.333
H 3.393165 -1.868195 -1.262474 0.005 -0.039 -0.248 0.346
H -0.467931 -2.357464 2.380818 -0.182 -0.090 -0.371 0.323
H -2.191122 -2.159695 2.538967 -0.197 0.230 0.137 0.285
```
Positions in Å, forces in eV/Å.

Properties
charge = -1
orbital gap = 7.536 eV

Entry 2:
A 2-piece molecular cluster, C10H13O3 overall at a distorted geometry, computed with the ωB97M-V functional and the def2-TZVPD basis.

Structure (XYZ):
```
26
Properties=species:S:1:pos:R:3:forces:R:3:mulliken_charge:R:1
C 4.215831 -1.155732 0.303800 0.030 -0.059 1.095 -1.349
C 0.601513 1.111769 -0.463308 -0.359 -0.804 -0.239 0.460
C 1.891663 1.723982 -0.297918 -1.116 0.107 0.052 -0.810
C 0.536375 -0.319486 -0.222367 0.040 1.128 -0.306 -0.089
C 2.978657 0.951558 0.064603 -0.552 -0.031 -0.200 -0.374
C 1.655906 -1.068272 0.006610 0.756 -0.065 0.465 -0.683
C 2.901814 -0.450166 0.179224 0.207 1.083 0.155 0.826
O -0.455835 1.719668 -0.832166 0.326 0.461 -0.111 -0.879
H -2.127545 1.909562 1.988362 -0.340 -0.311 0.240 0.283
H 1.880113 2.814634 -0.461336 0.444 -0.546 0.227 0.295
H -0.456455 -0.732754 -0.274669 -0.061 -0.387 -0.067 0.115
H 3.916791 1.467486 0.242259 0.232 -0.183 -0.063 0.270
H 1.591729 -2.151102 0.105038 -0.034 0.023 0.008 0.268
H 4.603914 -1.211462 -0.705221 1.008 0.128 -0.032 0.253
H 4.092103 -2.182406 0.621195 -0.130 -0.447 0.188 0.368
H 4.888467 -0.675779 1.094016 -0.575 -0.438 -1.437 0.294
C -3.087062 0.246250 -0.386289 2.268 0.213 0.705 0.174
C -3.674368 -1.040535 -0.862943 -1.221 -0.055 -1.431 -1.244
C -3.111521 0.393252 1.113988 1.511 0.616 0.418 0.468
O -3.903778 -0.009262 1.920475 -0.613 -0.175 -0.408 -0.589
O -1.984360 1.071914 1.535860 -0.042 0.079 -0.398 -0.393
H -2.028180 0.455599 -0.779256 -0.846 -0.620 0.993 0.014
H -3.390200 1.223660 -0.704043 -1.416 0.469 -0.589 0.423
H -2.896967 -1.689276 -1.267247 0.116 -0.429 0.862 0.305
H -4.259794 -0.918880 -1.778448 -0.323 0.371 0.020 0.280
H -4.378804 -1.484226 -0.140215 0.689 -0.129 -0.147 0.315
```
Positions in Å, forces in eV/Å.

Properties
charge = -1
orbital gap = 6.084 eV

Entry 3:
A 2-piece molecular cluster, C10H13O3 overall at a distorted geometry, computed with the ωB97M-V functional and the def2-TZVPD basis.

Structure (XYZ):
```
26
Properties=species:S:1:pos:R:3:forces:R:3:mulliken_charge:R:1
C 1.086595 -0.855794 2.474352 1.002 -0.195 0.363 -0.428
C 1.832539 0.148172 1.581358 -2.182 1.763 -0.019 -0.836
C -0.356409 -0.645924 2.908722 0.394 2.459 -1.686 0.461
O -1.121469 -1.510854 3.222261 -0.361 -0.750 0.353 -0.661
O -0.604546 0.675107 2.908575 0.246 -0.823 1.154 -0.552
H 1.265874 -1.841274 2.077356 -0.320 -0.584 0.113 0.341
H 1.595652 -0.804690 3.430849 0.274 -0.373 0.422 0.321
H 1.124894 0.929047 1.239777 -0.066 -0.418 0.158 0.180
H 2.142536 -0.257750 0.633335 0.843 -0.358 0.005 0.282
H 2.515305 0.792735 2.142069 0.604 -0.673 -0.276 0.319
C 0.412037 -0.879599 -3.414873 -1.800 0.243 0.194 -1.449
C -0.796486 1.898998 -1.106956 -0.263 -1.438 1.753 -0.747
C -0.227812 1.190135 -2.124701 -1.174 0.400 -1.437 -0.478
C -1.326495 1.135790 -0.016332 -0.914 -0.337 -0.092 0.258
C -0.281356 -0.203428 -2.217831 2.088 -1.011 -0.608 0.991
C -1.437555 -0.293994 -0.154780 0.922 0.340 0.018 -0.310
C -0.760792 -0.979950 -1.160221 -1.094 2.039 0.128 -0.633
O -1.783319 1.720664 1.037577 -0.180 0.367 0.575 -0.918
H -0.842284 2.969583 -1.002052 0.150 0.206 -0.235 0.392
H -0.019944 1.789141 -3.017833 0.660 -0.427 0.046 0.263
H -1.248678 1.120518 2.208975 -0.409 -0.121 -0.757 0.419
H -1.975928 -0.893829 0.567782 0.080 0.357 0.423 0.425
H 1.191822 -0.243104 -3.819313 0.349 -0.257 -0.005 0.365
H -0.346656 -1.032169 -4.213295 0.439 0.082 0.146 0.266
H -0.756566 -2.047294 -1.063258 0.180 -0.510 -0.621 0.389
H 0.719040 -1.880237 -3.121541 0.531 0.021 -0.115 0.342
```
Positions in Å, forces in eV/Å.

Properties
charge = -1
orbital gap = 7.018 eV

Entry 4:
A 2-piece molecular cluster, C10H13O3 overall at a distorted geometry, computed with the ωB97M-V functional and the def2-TZVPD basis.

Structure (XYZ):
```
26
Properties=species:S:1:pos:R:3:forces:R:3:mulliken_charge:R:1
C 2.087469 -3.341091 0.082058 -1.539 -3.464 -0.653 -1.301
C 0.885590 0.113002 -0.231714 -2.858 2.619 -0.135 0.527
C 1.325543 0.628523 0.961569 0.068 0.322 -2.989 0.180
C 1.199723 -1.183893 -0.565004 1.779 -1.757 1.494 -1.140
C 2.031691 -1.908259 0.380158 0.440 -0.051 0.327 0.998
C 2.210872 -0.066881 1.796490 -0.037 0.940 0.987 -0.917
C 2.565230 -1.435752 1.604306 -1.627 0.274 -3.124 -0.591
O 1.040869 2.023979 0.965440 -0.277 -0.179 2.649 -0.592
H -0.023967 0.717097 -0.701930 2.384 -1.444 0.730 -0.230
H 1.192261 -1.581561 -1.544724 -0.437 -0.446 -1.062 0.209
H 2.529461 0.498072 2.616125 0.796 0.650 1.467 0.399
H 0.380716 2.156735 1.689758 0.480 -0.042 -0.817 0.321
H 2.119033 -3.748042 -1.066434 0.564 1.200 2.516 0.165
H 1.098250 -3.776896 0.408012 0.140 0.511 -0.666 0.238
H 3.231479 -2.035328 2.230029 -0.375 0.221 -0.097 0.343
H 2.636341 -3.955348 0.824031 0.995 0.336 -0.804 0.325
C -3.115205 1.236563 -1.133861 3.104 -1.403 -0.146 -0.392
C -2.133554 2.248802 -1.790974 -2.651 2.096 -0.049 -0.973
C -2.878429 1.457218 0.382577 -2.694 -1.178 -1.607 0.363
O -1.892712 0.864891 0.750930 2.501 -0.409 1.817 -0.562
O -3.789052 2.012824 1.002880 -1.032 1.482 1.265 -0.797
H -4.126060 1.154976 -1.525252 -0.130 0.677 0.018 0.389
H -2.610959 0.217256 -1.231289 -0.858 1.006 -0.357 0.186
H -2.110124 2.108846 -2.858385 0.659 -0.295 -0.633 0.253
H -1.133713 2.314978 -1.308278 -0.897 -0.171 -0.370 0.337
H -2.720742 3.279294 -1.736522 1.500 -1.495 0.239 0.260
```
Positions in Å, forces in eV/Å.

Properties
charge = -2
orbital gap (alpha / beta) = 2.553 / 6.630 eV
spin multiplicity = 2

DFT total energy for every record listed, in sequence, given in eV: -14677.2604; -16723.6635; -16724.5291; -16718.5456.